Below is 2 unconnected molecules or ions with the total composition C12H31N5O4P in a non-equilibrium geometry, with properties calculated with ωB97M-V with the def2-TZVPD basis set.

Last columns: bonded neighbours and bond lengths (Å).
Geometry (Å):
1 C 1.36 -0.76 -0.61  P2 1.825, H14 1.083, H15 1.080, H16 1.085
2 P 2.24 -0.97 0.98  C1 1.825, C3 1.827, N4 1.825
3 C 2.51 -2.77 1.02  P2 1.827, H17 1.085, H18 1.085, H19 1.083
4 N 0.91 -0.58 2.16  P2 1.825, C5 1.336, H20 1.015
5 C 1.11 -0.70 3.48  N4 1.336, N6 1.343, N7 1.408
6 N 1.19 -1.92 4.03  C5 1.343, H21 1.006, H22 1.003
7 N 1.24 0.40 4.34  C5 1.408, N8 1.425, C9 1.483
8 N 0.06 1.20 4.46  N7 1.425, H23 1.013, H24 1.007
9 C 2.44 1.22 4.02  N7 1.483, C10 1.547, H25 1.087, H26 1.082
10 C 3.36 1.37 5.25  C9 1.547, C11 1.519, H27 1.083, H28 1.077
11 C 4.53 0.40 5.13  C10 1.519, N12 1.435, O13 1.213
12 N 4.25 -0.99 5.39  C11 1.435, H29 1.014, H30 1.014
13 O 5.63 0.77 4.77  C11 1.213
14 H 0.68 0.07 -0.55  C1 1.083
15 H 2.06 -0.64 -1.43  C1 1.080
16 H 0.77 -1.66 -0.78  C1 1.085
17 H 1.59 -3.33 0.89  C3 1.085
18 H 3.14 -2.99 0.16  C3 1.085
19 H 3.06 -3.10 1.90  C3 1.083
20 H 0.54 0.35 1.96  N4 1.015
21 H 1.73 -2.66 3.61  N6 1.006
22 H 0.66 -2.14 4.85  N6 1.003
23 H -0.38 1.42 3.57  N8 1.013
24 H -0.59 0.79 5.11  N8 1.007
25 H 2.98 0.84 3.16  C9 1.087
26 H 2.08 2.21 3.80  C9 1.082
27 H 2.76 1.11 6.11  C10 1.083
28 H 3.72 2.38 5.34  C10 1.077
29 H 4.00 -1.41 4.51  N12 1.014
30 H 3.41 -1.04 5.95  N12 1.014
31 C -3.75 -2.07 -4.89  O32 1.414, H40 1.095, H41 1.089, H42 1.095
32 O -3.74 -0.92 -4.07  C31 1.414, C33 1.411
33 C -3.00 -1.05 -2.88  O32 1.411, C34 1.516, H43 1.096, H44 1.099
34 C -2.19 0.20 -2.57  C33 1.516, O35 1.419, H45 1.096, H46 1.091
35 O -1.09 0.44 -3.43  C34 1.419, C36 1.426
36 C -1.36 0.79 -4.78  O35 1.426, C37 1.513, H47 1.089, H48 1.092
37 C -1.98 2.15 -5.00  C36 1.513, O38 1.417, H49 1.097, H50 1.095
38 O -3.33 2.19 -4.56  C37 1.417, C39 1.412
39 C -3.68 3.37 -3.86  O38 1.412, H51 1.096, H52 1.089, H53 1.094
40 H -4.46 -2.81 -4.52  C31 1.095
41 H -4.05 -1.76 -5.89  C31 1.089
42 H -2.75 -2.51 -4.96  C31 1.095
43 H -2.32 -1.91 -2.93  C33 1.096
44 H -3.71 -1.21 -2.05  C33 1.099
45 H -1.75 0.05 -1.58  C34 1.096
46 H -2.84 1.08 -2.49  C34 1.091
47 H -1.93 0.01 -5.29  C36 1.089
48 H -0.37 0.81 -5.26  C36 1.092
49 H -1.97 2.37 -6.07  C37 1.097
50 H -1.38 2.91 -4.48  C37 1.095
51 H -2.91 3.64 -3.13  C39 1.096
52 H -4.61 3.16 -3.32  C39 1.089
53 H -3.85 4.20 -4.55  C39 1.094

Results
Max |F|   1.5 eV/Å
Net charge   +1
Spin multiplicity   1
HOMO level   -0.4063 Eh
HOMO-LUMO gap   6.248 eV
LUMO level   -4.81 eV